Record 1
Density functional theory data (ωB97M-V/def2-TZVPD) for a structure of composition C22H46FeGeN3O8S.

XYZ file:
```
82
Properties=species:S:1:pos:R:3:lowdin_spin:R:1
Fe 0.328 -0.041 -0.145 1.04
C 1.370 -1.274 3.496 0.00
C 0.347 -1.715 2.466 0.00
C -0.909 -2.241 3.142 0.00
C 0.914 -2.767 1.525 0.00
O -0.025 -0.504 1.701 -0.02
Ge -1.880 -0.039 1.346 -0.01
O -0.866 1.326 0.337 -0.03
C -0.774 2.780 0.568 0.00
C -1.743 3.115 1.690 0.00
C 0.644 3.133 0.964 0.00
C -1.184 3.445 -0.735 0.00
O -1.302 -1.031 -0.301 -0.01
C -2.242 -1.565 -1.303 0.00
C -3.584 -0.872 -1.127 0.00
C -2.343 -3.053 -1.012 0.00
C -1.717 -1.331 -2.710 0.00
H 1.667 -2.125 4.110 0.00
H 2.266 -0.878 3.017 0.00
H 0.953 -0.510 4.152 0.00
H -0.655 -3.101 3.761 0.00
H -1.357 -1.492 3.798 0.00
H -1.649 -2.582 2.410 0.00
H 1.055 -3.703 2.065 0.00
H 0.226 -2.964 0.700 0.00
H 1.888 -2.473 1.133 0.00
H -1.464 2.610 2.618 0.00
H -1.722 4.187 1.881 0.00
H -2.767 2.849 1.422 0.00
H 0.889 2.690 1.931 0.00
H 1.366 2.803 0.214 0.00
H 0.744 4.214 1.058 0.00
H -2.209 3.178 -0.993 0.00
H -1.128 4.529 -0.637 0.00
H -0.528 3.144 -1.555 0.00
H -4.024 -1.094 -0.153 0.00
H -3.488 0.211 -1.246 0.00
H -4.286 -1.228 -1.881 0.00
H -2.700 -3.220 0.006 0.00
H -3.046 -3.527 -1.696 0.00
H -1.373 -3.539 -1.129 0.00
H -1.762 -0.267 -2.972 0.00
H -0.717 -1.754 -2.846 0.00
H -2.364 -1.837 -3.426 0.00
C 1.132 1.726 -4.015 0.00
C 1.534 1.459 -2.588 0.00
O 0.597 0.505 -1.984 0.02
H 1.827 2.439 -4.457 0.00
H 0.133 2.160 -4.070 0.00
H 1.169 0.815 -4.617 0.00
H 1.492 2.362 -1.980 0.00
H 2.531 1.026 -2.516 0.00
H -0.019 0.154 -2.643 0.00
C 7.112 -6.414 -0.492 0.00
C 6.888 -5.136 0.311 0.00
S 6.080 -3.932 -0.707 0.00
O 4.691 -4.305 -0.894 0.00
O 6.879 -3.645 -1.866 0.00
C 6.013 -2.431 0.275 0.00
C 5.518 -1.327 -0.669 0.00
N 4.357 -0.593 -0.128 0.00
C 3.092 -0.803 -0.512 0.00
N 2.266 0.018 0.161 0.00
C 3.033 0.760 1.023 0.00
C 4.320 0.393 0.838 0.00
N 5.471 0.893 1.553 0.00
O 6.535 0.348 1.341 0.00
O 5.261 1.816 2.301 0.00
C 2.664 -1.834 -1.495 0.00
H 7.608 -7.146 0.142 0.00
H 7.744 -6.221 -1.357 0.00
H 6.168 -6.836 -0.830 0.00
H 7.827 -4.684 0.635 0.00
H 6.241 -5.296 1.174 0.00
H 6.982 -2.192 0.705 0.00
H 5.299 -2.629 1.075 0.00
H 5.183 -1.744 -1.617 0.00
H 6.308 -0.617 -0.887 0.00
H 2.639 1.484 1.710 0.00
H 2.849 -1.509 -2.522 0.00
H 1.599 -2.041 -1.383 0.00
H 3.204 -2.772 -1.340 0.00
```

Gap between HOMO and LUMO (alpha / beta): 7.07 / 7.88 eV
M: 641.14 u
<S²>: 1.23
Total charge: +2
2S+1: 2
HOMO energy (alpha / beta): -15.34 / -15.35 eV

---

Record 2
Density functional theory data (ωB97M-V/def2-TZVPD) for the molecule C3H5N5 at a distorted geometry.

XYZ file:
```
13
Properties=species:S:1:pos:R:3:mulliken_charge:R:1
C -0.122 0.476 1.041 0.23
C -1.224 1.164 -0.788 -0.04
C 0.878 -1.389 -1.378 -0.31
H 1.683 0.174 1.505 0.33
H 0.500 -0.107 2.782 0.32
H -1.470 1.184 -1.893 0.36
H 1.210 -1.677 -0.302 0.29
H 1.058 -1.812 -2.440 0.27
N 0.778 -0.412 1.846 -0.55
N -1.408 0.786 1.410 -0.33
N -2.200 1.146 0.206 -0.35
N -0.037 0.655 -0.488 0.35
N 0.355 -0.188 -1.501 -0.58
```

Gap between HOMO and LUMO: 9.47 eV
SMILES: C=Nn1cnnc1N
M: 111.11 u
Total charge: 0
HOMO energy: -9.13 eV

---

Record 3
Density functional theory data (ωB97M-V/def2-TZVPD) for a structure of composition C26H43BEuFIO5S2 at a distorted geometry.

XYZ file:
```
80
Properties=species:S:1:pos:R:3:lowdin_spin:R:1
C 3.965 -3.651 1.637 0.00
C 2.542 -3.063 1.703 0.00
C 1.647 -3.634 0.580 0.00
C 1.361 -2.797 -0.672 0.00
C 1.065 -1.276 -0.574 0.00
C 2.464 -0.629 -0.726 0.00
C 2.678 0.790 -0.156 0.01
C 3.505 0.820 1.136 0.02
C 4.988 0.561 0.856 0.06
C 5.791 1.839 0.526 0.11
O 5.769 2.135 -0.833 0.60
C 5.479 3.478 -1.186 0.07
O 0.640 -0.808 0.782 0.00
S -0.777 -1.106 1.229 0.00
O -1.093 -2.553 1.368 -0.01
O -0.904 -0.572 2.574 0.00
C -1.866 -0.267 0.083 0.00
C -3.344 -0.700 0.449 0.00
C -4.118 0.208 1.432 0.00
C -4.253 -0.110 2.799 0.00
C -4.981 0.683 3.662 0.00
C -5.622 1.830 3.208 0.00
C -5.492 2.172 1.880 0.00
C -4.758 1.372 0.998 0.00
C -4.696 1.845 -0.433 0.00
B -1.606 1.341 0.278 0.00
C -1.634 2.101 1.657 0.00
O -1.314 2.104 -0.803 0.00
C -1.467 -0.835 -1.367 0.00
I -2.197 -2.938 -1.599 0.00
C -2.318 -0.124 -2.437 0.00
C -2.250 -0.694 -3.875 0.00
C -2.111 0.430 -4.911 0.00
F -3.435 -1.328 -4.152 0.00
C 0.072 -0.869 -1.718 0.00
S 0.624 0.523 -2.769 0.00
H 4.014 -4.608 2.140 0.00
H 4.705 -2.988 2.069 0.00
H 4.231 -3.855 0.602 0.00
H 2.138 -3.393 2.656 0.00
H 2.623 -1.985 1.735 0.00
H 2.166 -4.515 0.213 0.00
H 0.754 -4.054 1.026 0.00
H 0.588 -3.323 -1.218 0.00
H 2.231 -2.883 -1.315 0.00
H 2.805 -0.738 -1.745 0.00
H 3.127 -1.267 -0.146 0.00
H 3.275 1.325 -0.898 0.00
H 1.768 1.372 -0.060 0.00
H 3.121 0.134 1.882 0.01
H 3.413 1.831 1.536 0.00
H 5.101 -0.104 0.003 0.00
H 5.504 0.089 1.682 0.00
H 5.533 2.716 1.114 0.00
H 6.848 1.601 0.746 0.06
H 5.453 3.566 -2.261 0.00
H 4.503 3.758 -0.789 0.03
H 6.250 4.120 -0.754 0.03
H -3.953 -0.755 -0.439 0.00
H -3.445 -1.704 0.865 0.00
H -3.815 -1.004 3.240 0.00
H -5.108 0.430 4.702 0.00
H -6.207 2.427 3.884 0.00
H -5.990 3.057 1.520 0.00
H -5.656 2.211 -0.774 0.00
H -4.011 2.690 -0.485 0.00
H -4.325 1.092 -1.107 0.00
H -2.099 1.560 2.470 0.00
H -0.627 2.380 1.977 0.00
H -2.185 3.027 1.517 0.00
H -0.675 2.778 -0.552 0.00
H -2.073 0.926 -2.523 0.00
H -3.369 -0.201 -2.188 0.00
H -1.390 -1.344 -4.023 0.00
H -1.074 0.664 -5.107 0.00
H -2.660 1.311 -4.604 0.00
H -2.549 0.048 -5.825 0.00
H 0.168 -1.672 -2.434 0.00
H 0.825 1.519 -1.906 0.00
Eu -2.287 -2.520 2.952 5.02
```

Gap between HOMO and LUMO (alpha / beta): 7.84 / 3.68 eV
M: 808.44 u
<S²>: 12.01
Total charge: +3
2S+1: 7
HOMO energy (alpha / beta): -16.39 / -16.28 eV

---

Record 4
Density functional theory data (ωB97M-V/def2-TZVPD) for a cluster of 2 separate species, C4H12 in total at a distorted geometry.

XYZ file:
```
16
Properties=species:S:1:pos:R:3:lowdin_spin:R:1
C -0.878 -0.906 0.854 0.21
C -2.287 -0.962 1.420 0.18
H -0.746 -1.569 0.003 0.05
H -0.705 0.116 0.526 0.03
H -0.082 -1.097 1.576 0.03
H -2.464 -0.150 2.135 0.03
H -2.519 -1.912 1.890 0.02
H -3.023 -0.767 0.634 0.03
C 2.055 0.699 -0.589 0.11
C 1.109 1.154 -1.690 0.16
H 2.256 -0.366 -0.730 0.02
H 2.925 1.337 -0.521 0.01
H 1.556 0.698 0.384 0.02
H 1.655 1.219 -2.626 0.02
H 0.701 2.159 -1.478 0.03
H 0.225 0.547 -1.855 0.03
```

Gap between HOMO and LUMO (alpha / beta): 2.74 / 12.44 eV
M: 60.14 u
<S²>: 0.75
Total charge: -1
2S+1: 2
HOMO energy (alpha / beta): 1.56 / -7.89 eV

---

Record 5
Density functional theory data (ωB97M-V/def2-TZVPD) for the ion C6H9O2 with charge -1 at a distorted geometry.

XYZ file:
```
17
Properties=species:S:1:pos:R:3:mulliken_charge:R:1
O 0.841 -2.624 1.248 -0.71
C -0.196 -2.845 0.608 0.42
O -0.881 -3.877 0.621 -0.74
C -0.676 -1.680 -0.418 -0.52
C -1.077 -0.363 0.409 -0.67
C 0.083 0.695 0.484 -0.28
C 0.383 1.465 -0.597 -0.11
C 1.368 2.762 -0.526 -1.06
H -1.562 -2.041 -0.805 0.23
H 0.079 -1.816 -1.159 0.38
H -2.119 0.064 -0.017 0.29
H -1.126 -0.662 1.417 0.33
H 0.497 0.648 1.521 0.25
H -0.203 1.408 -1.524 0.33
H 1.038 3.182 0.509 0.24
H 1.220 3.318 -1.367 0.35
H 2.330 2.364 -0.403 0.27
```

Gap between HOMO and LUMO: 7.26 eV
SMILES: C/C=C/CCC(=O)[O-]
M: 113.14 u
Total charge: -1
HOMO energy: -3.70 eV

---

Record 6
Density functional theory data (ωB97M-V/def2-TZVPD) for a cluster of 2 separate species, C4H12O in total at a distorted geometry.

XYZ file:
```
17
Properties=species:S:1:pos:R:3:mulliken_charge:R:1
C 1.327 0.754 -0.882 -1.12
C -0.149 -1.853 1.547 -1.14
C 1.022 0.095 0.390 -0.23
C -0.053 -0.937 0.232 -0.31
H 2.116 1.524 -0.860 0.33
H 0.382 1.227 -1.197 0.13
H 1.602 -0.012 -1.626 0.33
H 0.617 -2.645 1.493 0.29
H -1.141 -2.328 1.635 0.36
H 0.033 -1.249 2.452 0.30
H 1.963 -0.352 0.764 0.29
H 0.753 0.928 1.068 0.25
H -1.052 -0.472 0.127 0.23
H 0.139 -1.532 -0.681 0.30
O -2.443 2.004 -1.764 -0.65
H -3.314 2.242 -1.373 0.32
H -1.801 2.606 -1.324 0.32
```

Gap between HOMO and LUMO: 11.88 eV
SMILES: CCCC.O
M: 76.14 u
Total charge: 0
HOMO energy: -11.06 eV

---

Record 7
Density functional theory data (ωB97M-V/def2-TZVPD) for a structure of composition C4H15N5O at a distorted geometry.

XYZ file:
```
25
Properties=species:S:1:pos:R:3:mulliken_charge:R:1
C 1.631 -2.191 -0.558 -0.45
C 1.932 -0.595 1.409 -0.94
C 0.173 -2.388 -0.621 -0.82
N 2.023 -0.695 -0.048 -0.39
H 2.974 -0.493 -0.345 0.28
H 2.114 -2.246 -1.534 0.31
H 2.144 -2.872 0.129 0.31
H 0.892 -0.769 1.682 0.32
H 2.202 0.412 1.728 0.34
H 2.582 -1.316 1.915 0.36
H -0.222 -2.132 -1.599 0.31
H -0.540 -1.508 -0.025 0.19
H -0.125 -3.403 -0.363 0.33
N -1.984 1.820 -0.266 0.35
C -0.973 0.860 -0.175 0.42
N -1.596 3.133 -0.571 -0.60
N -3.094 1.701 0.609 -0.74
N 0.178 1.067 -0.794 -0.46
O -1.270 -0.225 0.395 -0.79
H -3.789 1.107 0.165 0.28
H -2.801 1.223 1.460 0.29
H -2.314 3.554 -1.151 0.23
H -1.524 3.688 0.282 0.23
H 0.240 1.961 -1.261 0.18
H 1.148 0.308 -0.461 0.45
```

Gap between HOMO and LUMO: 9.53 eV
M: 149.20 u
Total charge: 0
HOMO energy: -8.57 eV

---

Record 8
Density functional theory data (ωB97M-V/def2-TZVPD) for the molecule C7H15N2P at a distorted geometry.

XYZ file:
```
25
Properties=species:S:1:pos:R:3:mulliken_charge:R:1
C -0.750 -0.743 1.060 -0.68
C -0.840 -1.545 -0.052 -0.17
C 0.585 -0.047 1.320 -0.94
C 0.474 -1.997 -3.336 -0.94
C 0.172 2.744 2.700 -0.96
C 0.022 -2.637 -2.001 -0.42
C -0.409 2.295 1.371 -0.48
N 0.153 -1.744 -0.929 -0.26
N 0.552 1.327 0.745 0.34
P 1.071 1.901 -0.658 -0.03
H -1.579 -0.561 1.624 0.52
H -1.803 -1.988 -0.337 0.30
H 0.872 0.046 2.333 0.30
H 1.292 -0.681 0.752 0.44
H 0.481 -2.651 -4.259 0.34
H -0.112 -1.031 -3.598 0.20
H 1.503 -1.610 -3.013 0.20
H 1.210 2.551 2.491 0.30
H -0.060 3.865 2.733 0.32
H -0.311 2.133 3.573 0.24
H -1.090 -2.983 -2.263 0.25
H 0.510 -3.491 -1.574 0.35
H -1.507 1.813 1.593 0.20
H -0.429 3.076 0.621 0.51
H 2.131 0.852 -1.048 0.06
```

Gap between HOMO and LUMO (alpha / beta): 5.20 / 3.27 eV
M: 158.19 u
Total charge: 0
HOMO energy (alpha / beta): -6.51 / -5.50 eV

---

Record 9
Density functional theory data (ωB97M-V/def2-TZVPD) for the molecule C5H7OP at a distorted geometry.

XYZ file:
```
14
Properties=species:S:1:pos:R:3:mulliken_charge:R:1
C -1.439 -1.391 0.375 -0.59
C -0.399 -0.910 1.254 -0.40
C 0.112 -0.559 -1.196 -0.52
C -1.096 -1.154 -1.004 0.56
C 1.228 1.350 0.687 -0.82
O -1.903 -1.655 -2.002 -0.51
P 0.998 -0.466 0.382 -0.12
H -2.367 -1.756 0.610 0.47
H -0.609 -1.010 2.270 0.47
H 0.584 -0.716 -2.203 0.31
H 0.642 2.017 -0.106 0.25
H 2.278 1.535 0.581 0.29
H 0.922 1.345 1.734 0.28
H -1.555 -1.144 -2.784 0.33
```

Gap between HOMO and LUMO: 8.73 eV
SMILES: CP1=CC=C(O)C=1
M: 114.08 u
Total charge: 0
HOMO energy: -8.48 eV